13 unconnected molecules or ions with the total composition C50H98N10O17P2S7, computed with the ωB97M-V functional and the def2-TZVPD basis.

XYZ file:
```
184
Properties=species:S:1:pos:R:3
O 1.80 2.93 3.10
P 2.97 3.70 2.58
N 4.40 2.74 2.45
C 5.10 2.41 3.69
C 4.65 1.86 1.31
N 3.36 5.07 3.49
C 2.41 5.74 4.40
C 4.66 5.68 3.42
N 2.65 4.42 1.08
C 1.35 5.01 0.95
C 3.70 4.97 0.10
H 6.05 1.90 3.56
H 4.47 1.82 4.36
H 5.24 3.28 4.33
H 5.70 1.94 1.04
H 4.02 2.02 0.44
H 4.39 0.82 1.55
H 2.97 6.10 5.26
H 1.85 6.53 3.92
H 1.61 5.05 4.67
H 4.56 6.65 2.92
H 5.10 5.91 4.39
H 5.29 5.01 2.83
H 0.65 4.19 1.15
H 1.25 5.78 1.72
H 1.24 5.35 -0.08
H 3.43 4.68 -0.92
H 4.70 4.68 0.42
H 3.68 6.05 -0.03
O -7.32 -4.00 1.06
P -6.15 -4.25 1.94
N -5.95 -3.08 3.15
C -5.76 -3.26 4.63
C -6.04 -1.67 2.79
N -4.63 -4.16 1.20
C -3.40 -3.67 1.73
C -4.50 -4.66 -0.21
N -6.25 -5.79 2.70
C -7.59 -6.40 3.00
C -5.00 -6.37 3.32
H -4.73 -3.53 4.90
H -6.39 -4.09 4.95
H -6.00 -2.42 5.28
H -5.90 -1.48 1.73
H -5.32 -1.01 3.28
H -7.03 -1.30 3.03
H -3.43 -3.40 2.79
H -2.66 -4.48 1.72
H -3.01 -2.82 1.17
H -4.15 -5.69 -0.25
H -5.51 -4.81 -0.60
H -3.87 -4.02 -0.84
H -8.45 -5.91 2.55
H -7.59 -7.43 2.63
H -7.67 -6.41 4.09
H -4.58 -5.82 4.15
H -4.36 -6.60 2.47
H -5.22 -7.32 3.81
C -2.33 0.49 -5.13
S -2.29 0.91 -3.38
O -1.29 0.09 -2.50
C -1.43 2.56 -3.62
H -2.81 -0.48 -5.28
H -1.27 0.39 -5.39
H -2.87 1.20 -5.76
H -2.10 3.17 -4.22
H -0.49 2.37 -4.13
H -1.30 3.04 -2.65
C -3.57 -0.34 0.15
S -4.87 0.86 -0.44
O -5.91 0.79 0.71
C -3.89 2.46 -0.22
H -3.28 -0.14 1.18
H -2.79 -0.33 -0.61
H -4.04 -1.31 -0.01
H -2.96 2.37 -0.79
H -3.56 2.56 0.82
H -4.41 3.34 -0.58
C 1.20 0.37 -6.98
S 1.26 2.17 -7.20
O -0.05 2.78 -6.87
C 2.35 2.56 -5.67
H 0.92 0.01 -5.99
H 2.17 -0.02 -7.32
H 0.48 -0.02 -7.70
H 3.12 1.79 -5.62
H 1.85 2.84 -4.75
H 2.93 3.46 -5.89
C 3.08 -3.65 -7.09
S 2.12 -4.67 -5.90
O 3.17 -5.60 -5.30
C 1.63 -3.41 -4.70
H 2.53 -2.89 -7.63
H 3.59 -4.38 -7.72
H 3.87 -3.07 -6.62
H 1.41 -3.86 -3.73
H 0.90 -2.72 -5.10
H 2.51 -2.84 -4.40
C -1.02 -1.78 4.45
S -1.83 -2.50 5.92
O -1.85 -3.99 5.72
C -0.39 -2.28 7.12
H -1.68 -1.89 3.58
H -0.02 -2.18 4.34
H -0.92 -0.71 4.62
H -0.59 -2.61 8.14
H -0.08 -1.24 7.05
H 0.39 -2.88 6.66
C 5.93 1.80 -2.44
S 5.71 3.62 -2.28
O 6.76 4.07 -1.30
C 6.29 4.19 -3.93
H 5.55 1.35 -3.36
H 5.65 1.25 -1.54
H 7.01 1.70 -2.50
H 7.30 3.86 -4.17
H 6.30 5.28 -3.92
H 5.56 3.89 -4.68
C -2.17 6.43 1.03
S -1.50 5.74 -0.55
O -1.46 4.24 -0.38
C -2.98 6.08 -1.61
H -1.56 5.87 1.73
H -3.23 6.34 1.28
H -1.92 7.49 1.05
H -3.96 5.66 -1.39
H -2.61 5.98 -2.63
H -3.17 7.16 -1.62
C 4.23 -4.25 -2.09
C 4.25 -4.13 -0.75
C 5.18 -3.17 -0.16
C 5.87 -2.25 -0.96
C 5.80 -2.46 -2.37
C 5.01 -3.41 -2.91
N 6.79 -1.16 -0.42
O 6.91 -1.02 0.80
O 7.47 -0.59 -1.26
H 3.60 -5.06 -2.42
H 3.72 -4.80 -0.09
H 5.20 -3.15 0.92
H 6.42 -1.86 -3.02
H 4.91 -3.54 -3.98
C -3.43 1.72 3.58
C -3.77 1.56 4.93
C -2.92 2.08 5.89
C -1.81 2.85 5.60
C -1.45 2.92 4.28
C -2.27 2.41 3.27
N -0.89 3.37 6.61
O -0.02 4.14 6.31
O -1.13 3.18 7.78
H -3.97 1.15 2.84
H -4.73 1.12 5.14
H -3.26 1.94 6.90
H -0.50 3.41 4.11
H -1.95 2.61 2.26
C -1.39 -2.95 -1.85
C -0.84 -4.12 -1.35
C -0.89 -5.28 -2.08
C -1.38 -5.33 -3.39
C -1.96 -4.20 -3.88
C -1.98 -3.02 -3.16
N -1.22 -6.58 -4.10
O -1.00 -7.62 -3.55
O -1.16 -6.50 -5.31
H -1.44 -1.99 -1.37
H -0.49 -4.15 -0.33
H -0.44 -6.16 -1.65
H -2.43 -4.24 -4.84
H -2.53 -2.31 -3.76
C 2.49 0.53 -2.11
C 2.52 -0.73 -1.64
C 1.61 -1.06 -0.67
C 0.72 -0.11 -0.12
C 0.79 1.25 -0.57
C 1.68 1.54 -1.58
N -0.27 -0.47 0.87
O -0.84 0.41 1.51
O -0.54 -1.63 1.05
H 3.15 0.88 -2.90
H 3.18 -1.52 -1.97
H 1.60 -2.10 -0.37
H 0.18 2.09 -0.28
H 1.73 2.53 -2.02
```

Properties
LUMO energy   -1.044 eV
Molecular weight   1397.8 g/mol
Orbital gap   7.06 eV
HOMO level   -8.104 eV